Record 1
{"formula": "C6H10F6NO4PtS2Se2", "method": "ωB97M-V with the def2-TZVPD basis set", "e_lumo_ha": [-0.377, -0.519], "homo_energy_ha": [-0.7673, -0.7772], "spin_multiplicity": 5, "total_charge": 3, "s_squared": 6.018, "de_lowest_kcal_mol": 0.0, "gap_ev": [10.6, 7.0], "elements": ["Pt", "F", "C", "F", "F", "S", "O", "O", "N", "S", "O", "O", "C", "F", "F", "F", "C", "Se", "C", "C", "Se", "C", "H", "H", "H", "H", "H", "H", "H", "H", "H", "H"], "coordinates": [[0.2071, 0.3523, -1.4469], [2.0974, -2.3232, -4.8293], [1.1896, -2.8041, -4.0353], [0.0461, -2.1506, -4.1355], [1.0291, -4.0857, -4.1554], [1.8075, -2.4663, -2.2662], [1.6632, -1.0166, -2.0384], [3.0508, -3.0570, -1.9791], [0.6034, -3.3088, -1.4058], [-0.1570, -2.4767, -0.1686], [0.7834, -1.9777, 0.7815], [-1.0001, -1.4918, -0.8705], [-1.2634, -3.8423, 0.5928], [-0.4358, -4.6832, 1.1397], [-1.9712, -4.3687, -0.3580], [-1.9922, -3.2049, 1.4745], [0.3167, 1.4766, 4.7297], [0.8324, 1.8352, 2.9058], [-0.9333, 2.2058, 2.1435], [-0.9336, 3.1422, 0.9371], [-0.8758, 2.3726, -0.8888], [-0.0525, 3.8452, -1.8807], [-0.5436, 0.8072, 4.7326], [0.0631, 2.4404, 5.1810], [1.1831, 1.0366, 5.2188], [-1.5025, 2.6785, 2.9468], [-1.4043, 1.2374, 1.9565], [-0.1332, 3.8823, 0.9504], [-1.8827, 3.6807, 0.9144], [0.9872, 3.9268, -1.5716], [-0.6252, 4.7392, -1.6398], [-0.1535, 3.5986, -2.9352]]}

---

Record 2
{"formula": "C3H6N4O", "method": "ωB97M-V with the def2-TZVPD basis set", "e_lumo_ha": 0.016, "homo_energy_ha": -0.3400, "de_lowest_kcal_mol": 133.5, "gap_ev": 9.7, "smiles": "[H]/N=c1\\ncn(O)n1C", "elements": ["H", "N", "C", "N", "C", "N", "O", "N", "C", "H", "H", "H", "H", "H"], "coordinates": [[2.7868, -1.3832, 0.4570], [2.1261, -0.6074, 0.0503], [0.9584, -0.7723, -0.1219], [0.0399, -1.8837, -0.0769], [-1.0995, -1.5092, -0.1710], [-1.3462, -0.1508, -0.5509], [-2.2947, 0.3052, 0.1959], [0.0330, 0.3454, 0.0724], [0.6308, 1.6074, -0.2187], [-1.9618, -2.0579, -0.1706], [-2.2691, 0.0940, 1.0862], [1.3232, 1.9571, 0.7308], [1.2874, 1.6678, -1.1488], [-0.2142, 2.3876, -0.1336]]}

---

Record 3
{"formula": "C13H14O2", "method": "ωB97M-V with the def2-TZVPD basis set", "e_lumo_ha": 0.022, "homo_energy_ha": -0.3386, "de_lowest_kcal_mol": 0.0, "gap_ev": 9.8, "smiles": "C[C@@H]1CC(=O)[C@](C)(c2ccccc2)C1=O", "elements": ["C", "C", "C", "C", "O", "C", "C", "C", "C", "C", "C", "C", "C", "C", "O", "H", "H", "H", "H", "H", "H", "H", "H", "H", "H", "H", "H", "H", "H"], "coordinates": [[2.5405, -0.7539, -0.9605], [1.8959, 0.5826, -1.3486], [1.8553, 1.5848, -0.1939], [0.4094, 1.8525, 0.1796], [0.0685, 2.7070, 0.9540], [-0.5190, 0.9009, -0.5442], [-1.7573, 1.5699, -1.1353], [-0.8803, -0.2282, 0.4024], [-1.4431, 0.0941, 1.6328], [-1.7774, -0.8998, 2.5346], [-1.5585, -2.2304, 2.2192], [-1.0120, -2.5583, 0.9907], [-0.6732, -1.5639, 0.0868], [0.4664, 0.3411, -1.7656], [0.0663, -0.1252, -2.7874], [2.0829, -1.1493, -0.0572], [3.6053, -0.6165, -0.7869], [2.4134, -1.4741, -1.7664], [2.4403, 0.9806, -2.2113], [2.3292, 2.5343, -0.4484], [2.3634, 1.2042, 0.6957], [-1.5205, 2.5771, -1.4715], [-2.5514, 1.6291, -0.3945], [-2.1105, 0.9883, -1.9848], [-1.6098, 1.1293, 1.8895], [-2.2059, -0.6336, 3.4902], [-1.8136, -3.0087, 2.9239], [-0.8432, -3.5927, 0.7293], [-0.2612, -1.8412, -0.8719]]}

---

Record 4
{"formula": "C35H53FI3N8O11P", "method": "ωB97M-V with the def2-TZVPD basis set", "e_lumo_ha": -0.050, "homo_energy_ha": -0.2923, "gap_ev": 6.6, "smiles": "[H]/N=C(/N)NCCCCC1=C(P(=O)(O)O)C(=O)c2c(C(=O)NC(=O)F)c(I)c([C@H](I)[C@H](C)I)c(CC=C)c2C1=O.CNC(C)=O.CNC(C)=O.CNC(C)=O.CNC(C)=O", "elements": ["H", "N", "C", "N", "N", "C", "C", "C", "C", "C", "C", "P", "O", "O", "O", "C", "O", "C", "C", "C", "O", "N", "C", "O", "F", "C", "I", "C", "C", "I", "C", "C", "I", "C", "C", "C", "C", "C", "C", "O", "H", "H", "H", "H", "H", "H", "H", "H", "H", "H", "H", "H", "H", "H", "H", "H", "H", "H", "H", "H", "H", "H", "H", "H", "C", "N", "C", "C", "O", "H", "H", "H", "H", "H", "H", "H", "C", "N", "C", "C", "O", "H", "H", "H", "H", "H", "H", "H", "C", "N", "C", "C", "O", "H", "H", "H", "H", "H", "H", "H", "C", "N", "C", "C", "O", "H", "H", "H", "H", "H", "H", "H"], "coordinates": [[-0.9087, 4.7842, 3.6410], [-1.1114, 4.5981, 2.6594], [-0.0728, 4.1470, 2.0894], [-0.1092, 3.8380, 0.6857], [1.1534, 3.9433, 2.7416], [1.1386, 2.7737, 3.6551], [2.4670, 2.0254, 3.6668], [2.6171, 1.0964, 2.4535], [3.3621, -0.2516, 2.7480], [2.3624, -1.3157, 2.4622], [2.3479, -2.1398, 1.4098], [3.6229, -2.0866, 0.1418], [4.9973, -2.2332, 0.6320], [3.3178, -0.6895, -0.5657], [3.2026, -3.1581, -0.9524], [1.2040, -3.0894, 1.2954], [1.3203, -4.1919, 0.8245], [-0.1047, -2.5444, 1.8014], [-1.3186, -2.8602, 1.2105], [-1.3361, -3.8399, 0.0628], [-1.2877, -5.0143, 0.2331], [-1.3499, -3.2454, -1.2708], [-2.0119, -4.0034, -2.2337], [-3.0518, -4.5609, -2.1421], [-1.3156, -3.9872, -3.3944], [-2.4865, -2.2683, 1.6699], [-4.2244, -2.8464, 0.6327], [-2.5097, -1.3564, 2.7336], [-3.8426, -0.7561, 3.1294], [-3.8508, 1.3921, 2.8493], [-4.5387, -1.2116, 4.4398], [-4.4643, -0.2957, 5.6644], [-4.0016, -3.2587, 4.9030], [-1.2787, -1.0755, 3.3637], [-1.1741, -0.1256, 4.5318], [-1.2712, -0.8228, 5.8837], [-0.3906, -0.5677, 6.8951], [-0.1061, -1.6630, 2.8864], [1.2412, -1.3888, 3.4677], [1.4876, -1.2398, 4.6365], [-0.1811, 4.7114, 0.1743], [-0.9786, 3.3483, 0.5011], [1.8701, 3.7741, 2.0459], [0.9247, 3.1430, 4.6605], [0.3294, 2.0809, 3.4045], [3.2634, 2.7711, 3.6560], [2.5142, 1.4823, 4.6104], [1.5988, 0.8524, 2.1285], [3.0741, 1.6111, 1.6108], [3.6707, -0.2711, 3.7893], [4.2189, -0.3122, 2.0858], [4.1021, -0.3853, -1.0430], [3.8280, -3.8939, -0.9615], [-0.3775, -3.1772, -1.5727], [-4.5319, -1.0536, 2.3541], [-5.5883, -1.3044, 4.1818], [-3.6108, 0.3735, 5.6745], [-4.4215, -0.8787, 6.5824], [-5.3754, 0.2977, 5.7139], [-1.9077, 0.6795, 4.4703], [-0.2079, 0.3628, 4.5378], [-2.0856, -1.5072, 6.0943], [0.2277, -1.3690, 7.2918], [-0.2767, 0.4212, 7.3352], [3.3533, 8.4070, 4.2437], [3.3883, 6.9596, 4.3249], [4.3748, 6.1166, 3.9294], [5.6137, 6.7274, 3.3172], [4.2486, 4.9103, 4.0693], [3.2377, 8.8323, 5.2419], [2.5045, 8.7236, 3.6353], [4.2652, 8.7933, 3.8018], [2.5911, 6.4843, 4.7187], [6.2986, 5.9265, 3.0571], [5.3637, 7.2833, 2.4128], [6.1064, 7.3934, 4.0261], [1.0622, 0.6950, -3.3702], [-0.1145, 1.3777, -2.8683], [-1.4117, 0.9681, -2.9202], [-1.6885, -0.3621, -3.5782], [-2.2987, 1.6614, -2.4480], [1.7581, 0.5034, -2.5504], [1.5667, 1.3178, -4.1112], [0.7942, -0.2492, -3.8319], [0.0083, 2.2699, -2.4159], [-2.7557, -0.5599, -3.5446], [-1.3723, -0.3452, -4.6230], [-1.1715, -1.1609, -3.0457], [-0.6983, -5.9429, -5.4682], [-0.8127, -6.8020, -6.6335], [-0.0342, -7.8593, -6.9830], [1.1087, -8.2140, -6.0586], [-0.2573, -8.4895, -8.0031], [-1.6161, -5.9944, -4.8836], [-0.5506, -4.9108, -5.7896], [0.1362, -6.2424, -4.8434], [-1.5558, -6.6175, -7.2885], [1.6299, -9.0715, -6.4722], [1.8101, -7.3830, -5.9754], [0.7369, -8.4736, -5.0668], [-2.6142, 2.6308, -9.1704], [-2.2584, 1.3191, -8.6643], [-2.5521, 0.7746, -7.4540], [-3.3506, 1.6184, -6.4872], [-2.1768, -0.3539, -7.1766], [-3.2124, 2.5294, -10.0775], [-1.7110, 3.1920, -9.4161], [-3.1841, 3.1881, -8.4354], [-1.7256, 0.7063, -9.2611], [-3.5045, 1.0542, -5.5727], [-2.8095, 2.5338, -6.2453], [-4.3234, 1.8673, -6.9122]]}

---

no.,total energy (Eh)
1,-6906.69261
2,-411.99612
3,-654.25496
4,-3965.52090